# 1
Here is a molecular structure, C42H40IrN5O4P2S from the OMol25 dataset. Energies are from ωB97M-V/def2-TZVPD.

The LUMO energy (spin up / spin down) is -9.56 / -10.81 eV. For the energy above the lowest of the compared OMol25 structures with the same formula, charge and spin, the calculation gives 47.5 kJ/mol. Its charge is +3. As for the multiplicity: 2. As for the frontier orbital gap (spin up / spin down): 0.2432 / 0.2151 Eh.

Positions of all 95 atoms, in Å:
1 Ir -0.06218 0.44019 -0.10384
2 C -1.81749 3.33011 0.13994
3 N -1.07114 2.45122 -0.80152
4 P -1.52059 1.01189 -1.64752
5 C -3.23429 0.62516 -1.44119
6 C -3.57491 -0.70911 -1.70120
7 C -4.90520 -1.08759 -1.71154
8 C -5.89604 -0.13734 -1.49327
9 C -5.56283 1.19336 -1.27413
10 C -4.23378 1.58468 -1.24951
11 C -1.12423 0.91091 -3.35958
12 C -2.07535 1.38810 -4.27337
13 C -1.79830 1.33682 -5.62612
14 C -0.59905 0.78633 -6.06652
15 C 0.33114 0.28706 -5.16125
16 C 0.07649 0.35246 -3.80353
17 P 0.67279 2.37761 -0.92575
18 C 1.44927 3.29683 0.36987
19 C 1.45516 4.69574 0.31048
20 C 2.07736 5.40958 1.31881
21 C 2.71374 4.73723 2.35821
22 C 2.73533 3.34829 2.40093
23 C 2.10092 2.62115 1.40711
24 C 1.23189 2.90934 -2.51700
25 C 2.50632 2.48781 -2.90375
26 C 3.03053 2.94130 -4.10116
27 C 2.29088 3.80839 -4.89809
28 C 1.02597 4.22928 -4.50586
29 C 0.48856 3.78391 -3.30851
30 H -1.15135 3.59553 0.95757
31 H -2.66919 2.78943 0.54075
32 H -2.14522 4.23584 -0.36795
33 H -2.80685 -1.44632 -1.91286
34 H -5.17252 -2.11705 -1.90807
35 H -6.93676 -0.43245 -1.51424
36 H -6.34032 1.93220 -1.13540
37 H -3.99768 2.63083 -1.11688
38 H -3.02143 1.79112 -3.93155
39 H -2.52024 1.70991 -6.33956
40 H -0.39400 0.73464 -7.12787
41 H 1.25195 -0.15347 -5.51875
42 H 0.79636 -0.02809 -3.09058
43 H 0.98774 5.22129 -0.51474
44 H 2.07900 6.49065 1.29099
45 H 3.20709 5.30333 3.13714
46 H 3.24776 2.83640 3.20389
47 H 2.13241 1.53385 1.43301
48 H 3.08419 1.81389 -2.27973
49 H 4.01695 2.62586 -4.41286
50 H 2.70802 4.16491 -5.83058
51 H 0.46246 4.91005 -5.12956
52 H -0.49969 4.10904 -3.00443
53 C 1.98928 -4.24378 5.44949
54 C 0.47920 -4.38742 5.29158
55 S -0.19075 -2.91452 4.57532
56 O 0.27373 -2.77954 3.20609
57 O 0.00669 -1.80423 5.47421
58 C -1.95759 -3.20212 4.48103
59 C -2.72794 -1.88363 4.34324
60 N -2.04804 -0.87871 3.49742
61 C -1.83314 -0.99666 2.17787
62 N -1.03156 -0.01415 1.75516
63 C -0.69333 0.74213 2.85846
64 C -1.31904 0.21383 3.92383
65 N -1.28082 0.77244 5.26081
66 O -2.13291 0.43172 6.04552
67 O -0.40053 1.57882 5.44687
68 C -2.32210 -2.12432 1.35532
69 H 2.38658 -5.16510 5.87017
70 H 2.23219 -3.42533 6.12440
71 H 2.46945 -4.07007 4.48808
72 H -0.02112 -4.51150 6.25310
73 H 0.20459 -5.20967 4.62855
74 H -2.27340 -3.68039 5.40877
75 H -2.12835 -3.89328 3.65706
76 H -2.85842 -1.42077 5.31426
77 H -3.71338 -2.06527 3.91932
78 H -0.05962 1.61374 2.82938
79 H -3.34386 -2.40137 1.61090
80 H -1.66375 -2.98210 1.50985
81 H -2.29260 -1.85012 0.30593
82 N 6.43668 -6.71299 -2.03518
83 C 5.67118 -5.88419 -1.81521
84 C 4.72018 -4.85590 -1.54312
85 C 3.45790 -4.90237 -2.16381
86 C 2.54463 -3.91751 -1.90727
87 C 2.87621 -2.85843 -1.01724
88 C 4.15425 -2.82804 -0.39518
89 C 5.06230 -3.81639 -0.65852
90 C 1.95229 -1.86547 -0.75159
91 C 1.11716 -0.97842 -0.52037
92 H 3.22380 -5.71718 -2.83447
93 H 1.56787 -3.93708 -2.37044
94 H 4.39733 -2.02530 0.28690
95 H 6.03908 -3.81143 -0.19538

=====

# 2
Here is 11 unconnected molecules or ions with the total composition H22O11 from the OMol25 dataset. Energies are from ωB97M-V/def2-TZVPD.

The LUMO energy is -0.20 eV. For the energy above the lowest of the compared OMol25 structures with the same formula, charge and spin, the calculation gives 55.3 kJ/mol. Its charge is 0. As for the multiplicity: 1. The structure (SMILES) is O.O.O.O.O.O.O.O.O.O.O. As for the frontier orbital gap: 0.3649 Eh.

Positions of all 33 atoms, in Å:
1 O 3.66106 15.46035 -5.35109
2 H 4.33066 15.90919 -4.81684
3 H 2.94771 15.23297 -4.73111
4 O 3.43000 10.79111 -8.26261
5 H 3.43919 11.63327 -7.76217
6 H 4.35553 10.54541 -8.34828
7 O 6.38570 14.54151 -4.14826
8 H 6.50795 15.02055 -3.32254
9 H 5.63294 13.91068 -3.97071
10 O 1.48488 14.15452 -8.80305
11 H 1.34156 14.77426 -9.52718
12 H 2.37500 13.80063 -8.94601
13 O 3.38178 13.12756 -6.82561
14 H 2.42841 13.26457 -6.73248
15 H 3.77766 13.89369 -6.37584
16 O 4.35248 12.88657 -3.43760
17 H 4.46243 11.97540 -3.73878
18 H 3.49079 13.17456 -3.81111
19 O 0.91795 10.61856 -6.04537
20 H 1.63984 10.52553 -6.68472
21 H 0.50470 11.47231 -6.25520
22 O 4.31598 16.62450 -7.74298
23 H 3.80090 16.06169 -7.14180
24 H 5.23727 16.29816 -7.63525
25 O -0.27171 13.10260 -7.11361
26 H -0.88521 13.72155 -6.70480
27 H 0.31329 13.65151 -7.69210
28 O 1.77777 13.58116 -4.44845
29 H 1.08835 14.02408 -3.93475
30 H 1.60811 12.63437 -4.31304
31 O 6.57226 15.25034 -6.98590
32 H 7.50329 15.48479 -7.06216
33 H 6.44787 15.03787 -6.04060

=====

# 3
Here is a molecular structure, H18HeO9 from the OMol25 dataset. Energies are from ωB97M-V/def2-TZVPD.

The LUMO energy is -0.05 eV. For the energy above the lowest of the compared OMol25 structures with the same formula, charge and spin, the calculation gives 26.7 kJ/mol. Its charge is 0. As for the multiplicity: 1. As for the frontier orbital gap: 0.3937 Eh.

Positions of all 28 atoms, in Å:
1 He 2.98025 6.34585 -6.01795
2 O 5.72362 4.20941 -4.53953
3 H 5.94948 3.77029 -5.35953
4 H 6.36840 4.91216 -4.45812
5 O 2.49807 7.32649 -9.07274
6 H 2.94928 6.68614 -8.52266
7 H 2.48775 8.12773 -8.54915
8 O 3.23141 4.84038 -7.98232
9 H 2.51184 4.86844 -7.35173
10 H 2.87937 4.35216 -8.72660
11 O 1.36457 3.99525 -5.77803
12 H 0.91375 4.83076 -5.65591
13 H 2.10092 4.02835 -5.16736
14 O 0.17095 6.50147 -5.71363
15 H -0.00198 7.34267 -6.13636
16 H -0.18206 6.60017 -4.82940
17 O 3.02303 4.28963 -3.56574
18 H 3.01310 3.91683 -2.68418
19 H 3.94671 4.28746 -3.81684
20 O 6.21887 8.61178 -6.89560
21 H 6.71618 8.06820 -6.28451
22 H 5.43109 8.85841 -6.41103
23 O 4.43130 9.75444 -4.75577
24 H 4.06099 9.27473 -4.01484
25 H 3.67667 10.16728 -5.17567
26 O 5.49020 3.30527 -7.33040
27 H 4.70466 3.64652 -7.75786
28 H 6.21656 3.70669 -7.80736

=====

# 4
Here is C3H7NO2 in the gas phase from the OMol25 dataset. Energies are from ωB97M-V/def2-TZVPD.

The LUMO energy is 0.84 eV. For the energy above the lowest of the compared OMol25 structures with the same formula, charge and spin, the calculation gives 224.8 kJ/mol. Its charge is 0. As for the multiplicity: 1. The structure (SMILES) is CN/C(O)=C\O. As for the frontier orbital gap: 0.3032 Eh.

Positions of all 13 atoms, in Å:
1 C 2.01638 0.11085 -0.13909
2 N 0.62420 0.43683 -0.35503
3 C -0.39954 0.01335 0.43534
4 O -0.13777 -0.16090 1.75979
5 C -1.65679 -0.22629 0.02334
6 O -1.94714 -0.40099 -1.31979
7 H 2.63112 0.98988 -0.34776
8 H 2.18405 -0.17142 0.90139
9 H 2.35035 -0.71336 -0.77706
10 H 0.32116 0.52693 -1.31477
11 H -0.92720 -0.66912 1.99005
12 H -2.48448 -0.02493 0.69889
13 H -2.57434 0.28915 -1.55528

=====

# 5
Here is 2 unconnected molecules or ions with the total composition C4H11S from the OMol25 dataset. Energies are from ωB97M-V/def2-TZVPD.

The LUMO energy (spin up / spin down) is 0.88 / -1.89 eV. For the energy above the lowest of the compared OMol25 structures with the same formula, charge and spin, the calculation gives 152.4 kJ/mol. Its charge is 0. As for the multiplicity: 2. As for the frontier orbital gap (spin up / spin down): 0.3802 / 0.2627 Eh.

Positions of all 16 atoms, in Å:
1 C 1.86897 -3.36070 0.68825
2 C 0.64757 -3.52717 1.53620
3 H 2.53841 -2.47966 0.72018
4 H 2.50398 -4.24386 1.11049
5 H 1.74660 -3.57654 -0.43937
6 H 0.78883 -3.08331 2.45302
7 H 0.37226 -4.51686 1.57751
8 H -0.05205 -2.98946 0.94666
9 C -1.64547 3.53927 -0.40234
10 C -0.94310 3.29707 -1.70322
11 S -1.26595 4.41965 -3.24161
12 H -1.33399 4.43115 0.10599
13 H -2.75749 3.68755 -0.23795
14 H -1.55513 2.55159 0.19610
15 H 0.08240 3.58776 -1.53878
16 H -0.99583 2.26350 -1.77113

=====

# 6
Here is a molecular structure, C24H27ClIO2PSbZr from the OMol25 dataset. Energies are from ωB97M-V/def2-TZVPD.

The LUMO energy (spin up / spin down) is -12.40 / -12.39 eV. Its charge is +3. As for the multiplicity: 1. As for the frontier orbital gap (spin up / spin down): 0.1664 / 0.1664 Eh.

Positions of all 58 atoms, in Å:
1 C -0.08705 -1.50097 -2.16563
2 C 1.39078 -1.05235 -2.59650
3 H -0.25431 -2.57939 -2.17654
4 H -0.88418 -1.10430 -2.94736
5 H -0.32283 -1.11501 -1.05307
6 O 1.96450 -1.51211 -3.57479
7 I 1.80294 1.99109 -1.26583
8 Zr -1.74603 0.36687 -1.58080
9 P -0.23282 0.94502 -3.89301
10 C 1.48293 1.23545 -4.35635
11 C -0.54244 -0.24504 -5.22615
12 H -2.09224 2.46317 -4.22152
13 H -0.90797 2.37759 -5.60189
14 H -0.47022 3.30296 -4.10918
15 C -1.03122 2.44911 -4.51424
16 H -1.55074 -0.64388 -5.22722
17 H -0.38057 0.32811 -6.14483
18 H 1.47458 1.41280 -5.43829
19 H 2.10674 0.34788 -4.19062
20 H 0.19350 -1.05257 -5.18165
21 H 1.90620 2.09885 -3.84117
22 C 2.08698 -0.15072 -1.55537
23 O 3.00357 -0.60315 -0.90811
24 Cl -3.85029 1.02406 -2.38025
25 C -0.81492 3.58319 4.58689
26 C 0.23446 3.72904 3.66201
27 C 0.45364 2.73022 2.70425
28 C -0.35996 1.59583 2.68369
29 C -1.38235 1.42679 3.62591
30 C -1.62082 2.43423 4.57546
31 Sb -0.14917 0.17917 1.03961
32 C 1.75062 -0.79173 1.77671
33 C 2.31760 -1.82228 1.03624
34 C 3.64254 -2.21318 1.23986
35 C 4.41490 -1.58695 2.22827
36 C 3.82096 -0.60295 3.03886
37 C 2.47070 -0.24497 2.84054
38 C -1.72350 -1.22507 1.52422
39 C -1.42915 -2.54282 1.87185
40 C -2.47762 -3.45611 1.99173
41 C -3.81212 -3.04491 1.79950
42 C -4.07915 -1.71323 1.46350
43 C -3.03116 -0.79025 1.31086
44 H -1.01052 4.37312 5.31788
45 H 0.89400 4.59964 3.70041
46 H 1.25085 2.85961 1.97065
47 H -1.98178 0.51323 3.64830
48 H -2.45109 2.32239 5.28383
49 H 1.72878 -2.37189 0.29948
50 H 4.08259 -2.98340 0.61013
51 H 5.47477 -1.84591 2.34528
52 H 4.40983 -0.12000 3.82697
53 H 2.00681 0.46552 3.52452
54 H -0.39728 -2.85996 2.05884
55 H -2.27851 -4.49013 2.27213
56 H -4.63543 -3.77030 1.88277
57 H -5.10169 -1.38543 1.27648
58 H -3.27659 0.26604 1.13275

=====

Number 1: strongest force on any atom 0.49 eV Å⁻¹. Number 2: strongest force on any atom 0.90 eV Å⁻¹. Number 3: strongest force on any atom 1.03 eV Å⁻¹. Number 4: strongest force on any atom 0.79 eV Å⁻¹. Number 5: strongest force on any atom 4.56 eV Å⁻¹. Number 6: strongest force on any atom 3.72 eV Å⁻¹.